Formula: C26H36BrF6N7O3S2SeSr
Source: OMol25
Level of theory: wB97M-V/def2-TZVPD

Last column: Mulliken charge in e.
Atoms and positions in Å:
Sr: 0.763 -0.074 -1.396  1.720
N: -1.946 0.499 -1.199  0.365
C: -2.906 1.505 -0.761  -0.757
C: -2.305 2.902 -0.621  -1.318
N: -1.257 3.008 0.371  1.540
C: -1.780 3.039 1.720  -0.625
C: -0.722 2.834 2.808  -1.019
N: 0.291 1.895 2.371  0.097
C: -0.304 4.069 0.092  -1.182
C: 0.707 3.718 -0.995  -0.636
N: 1.373 2.457 -0.692  -0.003
H: -1.799 0.526 -2.209  0.144
H: -2.285 -0.435 -0.978  0.047
H: -3.322 1.185 0.197  -0.182
H: -3.761 1.595 -1.445  0.474
H: -3.127 3.614 -0.406  0.295
H: -1.894 3.199 -1.586  0.514
H: -2.502 2.226 1.800  0.199
H: -2.335 3.976 1.930  0.154
H: -1.261 2.522 3.717  0.422
H: -0.241 3.786 3.057  0.439
H: -0.143 1.124 1.876  -0.319
H: 0.796 1.466 3.141  0.174
H: 0.256 4.265 1.007  0.371
H: -0.814 5.011 -0.181  0.258
H: 1.405 4.564 -1.063  0.465
H: 0.225 3.643 -1.973  0.086
H: 1.552 2.378 0.307  0.003
H: 2.243 2.338 -1.204  0.258
Br: -1.234 4.384 -5.410  -0.314
C: -0.581 2.584 -5.247  -0.027
C: -0.006 1.964 -6.368  -0.563
C: 0.404 0.614 -6.123  -0.702
C: 0.257 0.049 -4.893  -0.417
N: -0.283 0.680 -3.793  -0.035
C: -0.715 1.969 -4.041  0.262
H: 0.137 2.472 -7.308  0.418
H: 0.849 0.026 -6.918  0.331
H: 0.585 -0.972 -4.726  0.360
H: -1.196 2.491 -3.224  -0.248
F: 7.888 1.562 2.894  -0.321
C: 6.743 0.979 2.516  0.722
C: 6.680 -0.392 2.360  0.081
F: 7.776 -1.132 2.593  -0.310
C: 5.492 -0.985 1.969  0.518
F: 5.492 -2.311 1.843  -0.309
C: 4.345 -0.241 1.725  -0.354
Se: 2.703 -1.123 1.247  0.249
C: 4.441 1.132 1.889  0.330
F: 3.386 1.922 1.691  -0.153
C: 5.618 1.746 2.280  -0.227
F: 5.683 3.077 2.435  -0.318
S: 1.765 -1.296 3.227  -0.773
F: 2.771 0.212 -2.113  -1.067
C: -1.808 -1.735 3.489  -0.701
S: -2.420 -0.710 2.151  1.033
C: -3.965 -0.235 2.955  -1.316
O: -2.810 -1.607 1.033  -0.755
H: -2.481 -2.585 3.606  0.431
H: -1.754 -1.134 4.398  0.471
H: -0.802 -2.053 3.219  -0.322
H: -3.753 0.370 3.837  0.317
H: -4.514 -1.139 3.218  0.462
H: -4.535 0.346 2.232  0.317
O: 1.302 -4.319 1.993  -0.568
C: -0.091 -4.591 2.045  -0.176
N: -0.426 -5.710 1.244  -0.030
C: -1.006 -5.782 -0.028  0.028
O: -1.432 -6.906 -0.360  -0.823
C: -1.099 -4.639 -0.899  0.519
C: -2.024 -4.711 -2.009  -0.924
C: -2.130 -3.631 -2.850  -0.675
C: -1.339 -2.501 -2.664  -0.634
N: -0.380 -2.451 -1.666  0.189
C: -0.290 -3.482 -0.843  -0.831
H: 1.482 -3.540 2.554  0.181
H: -0.679 -3.734 1.707  0.084
H: -0.369 -4.809 3.086  0.268
H: -0.272 -6.625 1.632  0.247
H: -2.612 -5.607 -2.141  0.408
H: -2.827 -3.648 -3.681  0.388
H: -1.385 -1.651 -3.333  0.364
H: 0.514 -3.427 -0.114  0.929

Values from the calculation:
E_HOMO (spin up / spin down)   0.596 / 0.157 eV
Charge   -2
Frontier orbital gap (spin up / spin down)   2.91 / 3.35 eV
ΔE to the lowest compared entry with this formula, charge and spin   281.0 kJ/mol
LUMO level (spin up / spin down)   3.5 / 3.5 eV

Formula: C14H30N2O13P2
Source: OMol25
Level of theory: wB97M-V/def2-TZVPD

Last column: Mulliken charge in e.
Atoms and positions in Å:
O: 0.799 -2.893 -4.722  -0.688
O: -0.363 -2.036 6.321  -0.615
O: 1.662 1.548 -5.269  -0.694
O: 1.811 -6.003 4.306  -0.664
O: 0.462 3.335 1.071  -0.511
O: -0.992 0.467 5.705  -0.560
O: 1.609 0.405 3.167  -0.588
O: 4.014 -4.692 4.510  -0.427
O: 1.980 -4.882 2.895  -0.633
O: 2.388 3.225 2.603  -0.474
O: 0.585 5.110 2.658  -0.529
O: 1.882 -3.453 5.146  -0.248
O: 0.058 2.741 3.596  -0.306
C: 0.098 -1.896 -4.786  0.730
C: 0.239 -1.611 5.335  0.453
C: 0.450 1.563 -5.097  -0.039
N: -0.284 2.503 -5.701  -0.116
N: 0.478 -0.762 -4.197  -0.019
C: -1.220 -1.960 -5.534  -0.965
C: 0.961 -2.616 4.418  -0.309
C: -1.733 2.687 -5.629  -0.742
C: -0.867 0.592 -0.322  -1.773
C: -2.573 0.141 -2.039  -1.579
C: -0.562 1.519 3.159  0.042
C: 0.187 -0.085 5.075  -0.012
C: 0.236 0.260 3.566  0.042
C: -1.069 0.127 -1.756  0.963
C: -0.287 1.045 -2.717  -1.156
C: -0.226 0.530 -4.168  0.182
P: 2.461 -4.692 4.276  0.843
P: 0.863 3.581 2.463  0.782
H: -1.157 0.009 6.555  0.377
H: 1.964 1.281 3.428  0.362
H: 4.275 -5.488 4.035  0.364
H: 1.653 -5.725 3.351  0.456
H: 2.732 3.701 1.837  0.337
H: -0.332 5.148 2.363  0.354
H: 0.247 3.145 -6.271  0.289
H: 1.403 -0.787 -3.794  0.256
H: -2.039 -1.813 -4.835  0.226
H: -1.312 -2.943 -5.994  0.328
H: -1.233 -1.198 -6.311  0.308
H: 0.191 -3.220 3.926  0.345
H: 1.512 -2.083 3.638  0.382
H: -2.243 1.823 -6.060  0.246
H: -2.048 2.814 -4.592  0.204
H: -2.019 3.577 -6.193  0.343
H: -1.240 1.611 -0.210  0.341
H: 0.195 0.574 -0.075  0.427
H: -1.400 -0.073 0.357  0.380
H: -2.959 1.158 -1.968  0.315
H: -3.088 -0.489 -1.314  0.461
H: -2.771 -0.254 -3.033  0.303
H: -0.703 1.498 2.081  -0.315
H: -1.571 1.468 3.580  0.450
H: 1.066 0.358 5.556  0.169
H: -0.215 -0.570 3.012  0.508
H: -0.703 -0.896 -1.831  0.390
H: 0.736 1.149 -2.350  0.428
H: -0.742 2.036 -2.703  0.292
H: -1.246 0.394 -4.518  0.279

Values from the calculation:
E_HOMO   -9.385 eV
Charge   0
Frontier orbital gap   9.46 eV
LUMO level   0.1 eV

Formula: CoCuN10O30
Source: OMol25
Level of theory: wB97M-V/def2-TZVPD

Last column: Löwdin spin population.
Atoms and positions in Å:
Co: 1.804 -2.393 3.393  2.039
Cu: -0.171 0.081 -0.081  0.804
N: 3.121 -0.762 -1.628  0.000
O: 3.867 -1.708 -1.758  0.000
O: 3.702 0.339 -1.866  0.002
O: 1.914 -0.773 -1.434  0.004
N: -1.134 1.577 2.619  0.001
O: -2.089 1.263 3.278  0.021
O: -0.875 1.002 1.621  0.063
O: -0.379 2.383 2.953  0.005
N: -2.988 3.385 -1.560  -0.009
O: -4.126 3.339 -1.681  0.062
O: -2.508 3.906 -0.589  0.221
O: -2.288 3.035 -2.518  0.084
N: -1.138 -2.629 1.712  0.003
O: -2.154 -3.283 1.759  0.000
O: -0.159 -2.892 2.623  -0.013
O: -1.055 -1.734 0.929  0.001
N: 1.750 -0.178 -5.304  0.000
O: 2.337 0.505 -4.348  0.000
O: 1.821 0.366 -6.410  0.000
O: 1.092 -1.184 -5.198  0.000
N: 2.964 0.187 1.865  0.002
O: 3.136 -0.705 2.778  -0.011
O: 1.774 0.250 1.522  0.007
O: 3.723 1.028 1.497  0.001
N: 0.825 0.213 5.127  -0.001
O: 2.007 0.731 5.150  -0.003
O: 0.371 -0.672 4.387  -0.006
O: -0.146 0.954 5.371  0.001
N: -3.279 0.078 -0.796  0.002
O: -3.952 0.761 -0.109  0.007
O: -2.129 0.356 -0.919  0.057
O: -3.871 -0.512 -1.650  0.017
N: -1.401 -4.721 -2.202  0.000
O: -1.144 -4.611 -1.042  0.000
O: -0.608 -4.503 -3.128  0.000
O: -2.502 -5.321 -2.267  0.000
N: 0.993 3.189 -0.517  -0.017
O: 2.233 3.534 -0.489  0.116
O: 0.108 4.025 -0.564  0.409
O: 0.551 2.092 -0.524  0.129

Values from the calculation:
E_HOMO (spin up / spin down)   6.505 / 6.521 eV
Charge   -6
Frontier orbital gap (spin up / spin down)   5.49 / 3.48 eV
LUMO level (spin up / spin down)   12.0 / 10.0 eV
2S+1   5

Formula: C11H14N2O
Source: OMol25
Level of theory: wB97M-V/def2-TZVPD

Last column: Mulliken charge in e.
Atoms and positions in Å:
C: -1.536 -1.354 2.384  -1.373
C: -1.678 -0.782 1.007  0.527
C: -2.413 0.273 0.609  -0.884
N: -2.182 0.583 -0.709  -0.120
C: -1.043 -0.201 -1.087  -0.160
C: -0.230 -0.153 -2.249  -0.729
C: 0.856 -0.970 -2.243  -0.245
C: 0.920 -2.060 -1.343  -0.478
C: 0.086 -2.250 -0.314  -0.799
C: -0.920 -1.209 -0.136  0.691
H: -1.361 -2.414 2.624  0.353
H: -2.336 -1.095 2.909  0.464
H: -0.658 -0.727 2.738  0.214
H: -3.209 0.608 1.121  0.557
H: -2.439 1.543 -1.073  0.313
H: -0.578 0.419 -3.071  0.445
H: 1.534 -1.009 -3.104  0.412
H: 1.645 -2.872 -1.504  0.345
H: 0.049 -3.100 0.280  0.500
C: 1.133 2.320 -0.477  -0.397
C: 1.798 2.329 0.902  0.539
N: 2.360 1.048 1.125  -0.355
O: 2.233 3.164 1.598  -0.566
H: 0.595 1.396 -0.659  -0.298
H: 1.872 2.243 -1.374  0.274
H: 0.358 3.006 -0.532  0.387
H: 2.828 1.005 2.022  0.196
H: 2.316 0.257 0.558  0.186

Values from the calculation:
E_HOMO   -8.067 eV
Charge   0
Frontier orbital gap   8.82 eV
ΔE to the lowest compared entry with this formula, charge and spin   251.3 kJ/mol
LUMO level   0.8 eV
SMILES string   Cc1c[nH]c2ccccc12.CC(N)=O

Formula: C2H7S2
Source: OMol25
Level of theory: wB97M-V/def2-TZVPD

Last column: Mulliken charge in e.
Atoms and positions in Å:
S: -0.942 3.260 0.157  -0.636
H: -1.872 3.094 -0.806  0.040
C: 1.249 -0.946 -0.293  -0.850
C: -0.202 -1.217 0.155  -0.404
S: -0.920 0.137 1.222  -0.484
H: 1.486 0.083 -0.033  0.288
H: 1.375 -1.080 -1.366  0.264
H: 1.903 -1.601 0.274  0.233
H: -0.856 -1.293 -0.704  0.261
H: -0.264 -2.049 0.848  0.216
H: -0.956 1.613 0.545  0.073

Values from the calculation:
E_HOMO   -3.156 eV
Charge   -1
Frontier orbital gap   7.01 eV
ΔE to the lowest compared entry with this formula, charge and spin   50.3 kJ/mol
LUMO level   3.9 eV

Formula: C5H8O2S
Source: OMol25
Level of theory: wB97M-V/def2-TZVPD

Last column: Mulliken charge in e.
Atoms and positions in Å:
C: 1.929 -0.753 0.843  -0.621
C: 0.580 -0.113 -0.994  0.678
C: 0.727 -0.869 -2.140  -0.860
C: -0.804 0.146 -0.514  0.276
C: -1.896 1.348 1.139  -0.667
H: 2.606 -0.327 1.640  0.302
H: 2.170 -1.765 0.439  0.322
H: 0.939 -1.034 1.576  0.190
H: -0.173 -0.942 -2.712  0.261
H: 1.649 -1.199 -2.431  0.360
H: -1.419 2.626 1.466  0.199
H: -2.122 0.570 2.147  0.234
H: -2.749 1.330 0.262  0.289
O: 1.548 0.319 -0.198  -0.397
O: -0.735 0.927 0.532  -0.109
S: -2.250 -0.264 -1.056  -0.457

Values from the calculation:
E_HOMO   -8.665 eV
Charge   0
Frontier orbital gap   8.52 eV
ΔE to the lowest compared entry with this formula, charge and spin   491.7 kJ/mol
LUMO level   -0.1 eV

Formula: C10H16
Source: OMol25
Level of theory: wB97M-V/def2-TZVPD

Last column: Mulliken charge in e.
Atoms and positions in Å:
C: 0.895 0.969 -3.625  -1.441
C: 1.001 0.334 -2.262  1.202
C: 0.541 1.091 -1.176  -0.728
C: 0.647 0.530 0.095  -0.223
C: 1.259 -0.699 0.326  -0.774
C: 1.685 -1.418 -0.785  -0.297
C: 1.544 -0.930 -2.074  -0.651
H: -0.148 0.940 -3.926  0.309
H: 1.506 0.414 -4.332  0.365
H: 1.070 2.049 -3.601  0.329
H: 0.266 2.137 -1.210  0.309
H: 0.422 1.187 0.920  0.467
H: 1.386 -0.988 1.358  0.390
H: 2.145 -2.376 -0.577  0.347
H: 1.813 -1.521 -2.938  0.358
C: -2.593 -1.135 3.176  -1.195
C: -1.578 -0.241 2.483  -0.019
C: -1.971 1.284 2.565  -1.146
H: -3.428 -1.405 2.529  0.301
H: -2.085 -1.983 3.623  0.337
H: -3.163 -0.691 4.001  0.297
H: -0.591 -0.322 2.966  0.186
H: -1.395 -0.572 1.463  0.280
H: -1.122 1.858 2.170  0.279
H: -2.567 1.379 1.653  0.316
H: -2.164 1.539 3.596  0.400

Values from the calculation:
E_HOMO   -8.983 eV
Charge   0
Frontier orbital gap   9.98 eV
ΔE to the lowest compared entry with this formula, charge and spin   103.6 kJ/mol
LUMO level   1.0 eV
SMILES string   Cc1ccccc1.CCC

Formula: C5H10NO
Source: OMol25
Level of theory: wB97M-V/def2-TZVPD

Last column: Mulliken charge in e.
Atoms and positions in Å:
C: -0.577 -0.477 0.548  0.168
C: -1.960 0.077 0.657  0.348
C: -2.799 0.484 -0.491  -1.084
C: 1.798 -1.598 -0.079  -0.776
C: 1.703 0.843 -0.261  -0.819
N: 1.107 -0.416 -0.342  -0.006
O: -1.448 -1.371 0.640  -0.204
H: -2.188 0.394 1.743  0.361
H: -3.807 0.084 -0.465  0.335
H: -2.200 0.292 -1.520  0.311
H: -2.885 1.608 -0.537  0.345
H: 2.335 -1.614 0.948  0.319
H: 2.485 -1.524 -0.870  0.375
H: 1.364 -2.636 -0.080  0.319
H: 1.607 1.122 0.818  0.338
H: 1.315 1.668 -0.867  0.279
H: 2.720 0.824 -0.514  0.392

Values from the calculation:
E_HOMO (spin up / spin down)   -14.066 / -14.064 eV
Charge   +1
Frontier orbital gap (spin up / spin down)   8.18 / 8.18 eV
ΔE to the lowest compared entry with this formula, charge and spin   664.2 kJ/mol
LUMO level (spin up / spin down)   -5.9 / -5.9 eV